(1)
Below is a structure of composition C27H33AsBrN8O8S2Ti in a non-equilibrium geometry, with properties calculated with ωB97M-V with the def2-TZVPD basis set.

Lowest unoccupied orbital energy (alpha / beta)   0.0155 / 0.0156 Eh
Net charge   0
Total energy   -232504.8551 eV
Relative energy (zero: lowest compared OMol25 entry of this formula, charge and spin)   2.630 eV
Spin multiplicity   2

Atoms and positions in Å:
1 Ti -0.2512 0.2898 -0.8942
2 C -3.2950 -0.4156 0.4495
3 C -2.4775 -1.0640 1.5816
4 N -1.4639 -1.9467 1.0595
5 C -1.9202 -3.1667 0.4266
6 C -1.1875 -3.4589 -0.9023
7 N -0.8951 -2.2700 -1.6876
8 C -1.9000 -1.8382 -2.6404
9 C -3.0359 -1.1433 -1.9016
10 N -2.5375 -0.2604 -0.8143
11 H -4.1839 -1.0140 0.2470
12 H -3.6462 0.5554 0.7875
13 H -1.9683 -0.2851 2.1515
14 H -3.1912 -1.5494 2.2650
15 H -0.6964 -2.0877 1.7014
16 H -1.8067 -4.0340 1.0865
17 H -2.9901 -3.0733 0.2253
18 H -0.2377 -3.9465 -0.6738
19 H -1.7942 -4.1731 -1.4762
20 H 0.0167 -2.3217 -2.1187
21 H -1.4175 -1.1448 -3.3260
22 H -2.3227 -2.6648 -3.2286
23 H -3.6517 -0.5725 -2.5989
24 H -3.6761 -1.8987 -1.4481
25 H -2.6661 0.6941 -1.1354
26 N 1.4278 -1.4412 7.0307
27 C 1.5738 -1.1030 5.6897
28 C 0.4919 -0.6107 4.9579
29 C 0.6586 -0.2232 3.6400
30 C 1.8941 -0.3348 3.0232
31 C 2.9746 -0.8205 3.7444
32 C 2.8176 -1.1977 5.0655
33 S 2.1730 0.2398 1.3725
34 O 1.7573 1.6166 1.3664
35 O 3.5254 -0.1073 1.0499
36 N 1.1081 -0.5853 0.3712
37 C 1.6671 -1.8955 0.1393
38 N 1.8664 -2.3217 -1.1013
39 C 2.5134 -3.4727 -1.2454
40 C 2.9672 -4.2210 -0.1778
41 C 2.6519 -3.7208 1.0726
42 N 1.9955 -2.5824 1.2354
43 H 0.4966 -1.6574 7.3414
44 H 2.1341 -2.0405 7.4213
45 H -0.4801 -0.5212 5.4305
46 H -0.1923 0.1672 3.0989
47 H 3.9354 -0.9021 3.2551
48 H 3.6690 -1.5676 5.6260
49 H 2.6738 -3.8063 -2.2666
50 H 3.5166 -5.1409 -0.3129
51 H 2.9265 -4.2507 1.9796
52 O 2.3855 -0.4369 -4.4284
53 As 1.9926 0.5406 -3.0245
54 O 3.2770 0.5247 -2.0280
55 O 0.4960 -0.1828 -2.5310
56 C 1.5607 2.1684 -3.9503
57 C 2.2091 2.4127 -5.1522
58 C 1.9688 3.5979 -5.8380
59 C 1.0952 4.5429 -5.3303
60 C 0.4375 4.3137 -4.1296
61 C 0.6704 3.1278 -3.4548
62 S -0.2253 2.8330 -1.9700
63 O 0.7301 2.0778 -1.0748
64 O -0.6877 4.0852 -1.4657
65 O -1.2634 1.8346 -2.3043
66 H 2.8578 -1.2055 -4.0833
67 H 2.8958 1.6768 -5.5450
68 H 2.4780 3.7844 -6.7751
69 H 0.9259 5.4674 -5.8670
70 H -0.2429 5.0404 -3.7082
71 Br -4.1358 2.9402 -0.9529
72 C -2.8628 3.2006 0.4389
73 C -3.0156 4.3312 1.2258
74 C -2.1366 4.5065 2.2771
75 C -1.1585 3.5535 2.4969
76 C -1.1068 2.4643 1.6461
77 N -1.9478 2.2701 0.6200
78 H -3.7979 5.0418 1.0056
79 H -2.2147 5.3822 2.9093
80 H -0.4299 3.6430 3.2903
81 H -0.3018 1.7539 1.7601

Quick look at the Löwdin charges, all values in e: Ti 1.05; C -0.19; C -0.20; N -0.07; C -0.18; C -0.17; N -0.10; C -0.20; C -0.16; N -0.12; H 0.11; H 0.08; H 0.09; H 0.12; H 0.10; H 0.12; H 0.10; H 0.10; H 0.12; H 0.07; H 0.11; H 0.12; H 0.13; H 0.10; H 0.00; N 0.09; C -0.32; C -0.03; C -0.07; C -0.30; C -0.06; C -0.03; S 0.63; O -0.31; O -0.28; N -0.20; C -0.45; N 0.12; C -0.11; C -0.04; C -0.11; N 0.14; H 0.09; H 0.09; H 0.11; H 0.08; H 0.11; H 0.11; H 0.11; H 0.10; H 0.11; O -0.24; As 0.95; O -0.41; O -0.52; C -0.21; C -0.07; C -0.06; C -0.06; C -0.04; C -0.26; S 0.54; O -0.42; O -0.25; O -0.38; H 0.04; H 0.11; H 0.11; H 0.11; H 0.12; Br 0.83; C -0.72; C -0.10; C -0.05; C -0.02; C -0.12; N 0.03; H 0.10; H 0.11; H 0.12; H 0.06

=====

(2)
Below is a structure of composition C27H33Br2ClN2O2Ta, with properties calculated with ωB97M-V with the def2-TZVPD basis set.

Lowest unoccupied orbital energy   -0.4181 Eh
Net charge   +3
Total energy   -189742.6460 eV
Relative energy (zero: lowest compared OMol25 entry of this formula, charge and spin)   1.168 eV
Spin multiplicity   1

Atoms and positions in Å:
1 Ta -1.1311 0.6501 -0.3023
2 C 1.3594 -2.3809 2.4437
3 C 0.1474 -1.5448 2.2070
4 C -0.3194 -0.7125 3.2251
5 C -1.5995 -0.1850 3.2033
6 C -2.1313 0.5841 4.3765
7 C -2.4278 -0.4962 2.1084
8 C -2.0008 -1.3184 1.0509
9 C -2.9939 -2.0230 0.1440
10 C -0.6632 -1.7449 1.0714
11 H 1.0612 -3.2056 3.0997
12 H 2.1395 -1.8322 2.9619
13 H 1.7548 -2.8136 1.5306
14 H 0.2966 -0.5702 4.1076
15 H -1.4596 1.3966 4.6570
16 H -2.2046 -0.0732 5.2459
17 H -3.1249 0.9874 4.1870
18 H -3.4725 -0.2565 2.1868
19 H -2.5587 -2.3193 -0.8061
20 H -3.9016 -1.4492 -0.0307
21 H -3.3069 -2.9370 0.6547
22 H -0.3362 -2.4688 0.3314
23 Br -4.2400 1.2308 0.1450
24 C -3.6372 2.9030 0.8959
25 Br -1.7863 2.7435 1.5067
26 H -4.2370 3.1423 1.7669
27 H -3.6436 3.6671 0.1285
28 C 3.2299 -2.6216 -2.9585
29 C 2.3867 -2.6566 -1.6795
30 C 2.7698 -1.5964 -0.6625
31 C 3.9985 -1.7484 -0.0171
32 C 4.4073 -0.9042 0.9949
33 C 3.5636 0.1067 1.4338
34 C 2.3474 0.3136 0.8082
35 C 1.4953 1.4487 1.2954
36 C 1.9564 2.8205 0.8426
37 C 1.9849 -0.5072 -0.2664
38 N 0.7500 -0.2135 -0.9873
39 C 0.7309 -0.4233 -2.2712
40 C -0.5339 -0.3975 -2.8896
41 C -1.0034 -0.5358 -4.1581
42 C -2.4366 -0.4430 -4.0949
43 C -2.7866 -0.2366 -2.8053
44 N -1.6256 -0.2170 -2.0006
45 H 2.8742 -3.3592 -3.6757
46 H 4.2717 -2.8520 -2.7397
47 H 3.2240 -1.6416 -3.4418
48 H 2.5293 -3.6257 -1.1966
49 H 1.3225 -2.6160 -1.9290
50 H 4.6360 -2.5748 -0.3085
51 H 5.3655 -1.0549 1.4736
52 H 3.8605 0.7415 2.2609
53 H 1.4159 1.4244 2.3860
54 H 0.4030 1.2363 0.9996
55 H 2.9487 2.9655 1.2753
56 H 1.3133 3.6215 1.2086
57 H 2.0534 2.8971 -0.2350
58 H 1.6193 -0.5669 -2.8754
59 H -0.4055 -0.6979 -5.0433
60 H -3.1182 -0.5310 -4.9263
61 H -3.7664 -0.1024 -2.3825
62 Cl -1.1531 5.4026 -1.0578
63 C -1.0071 4.1815 -2.3407
64 C -1.0873 2.8660 -1.6612
65 O -2.1707 2.2689 -1.3955
66 O -0.0616 2.2425 -1.2106
67 H -0.0469 4.3069 -2.8337
68 H -1.8375 4.3062 -3.0314

Quick look at the Löwdin charges, all values in e: Ta 1.89; C 0.01; C -0.21; C 0.03; C -0.26; C -0.02; C -0.12; C -0.42; C -0.04; C -0.06; H 0.13; H 0.10; H 0.09; H 0.16; H 0.10; H 0.12; H 0.09; H 0.09; H 0.08; H 0.04; H 0.12; H 0.14; Br 0.91; C -0.78; Br 0.89; H 0.04; H 0.03; C -0.06; C -0.20; C -0.16; C 0.00; C -0.01; C -0.01; C -0.19; C -0.21; C -0.04; C -0.15; N -0.03; C -0.03; C -0.25; C 0.10; C 0.03; C -0.08; N -0.14; H 0.09; H 0.09; H 0.07; H 0.13; H 0.10; H 0.14; H 0.13; H 0.14; H 0.13; H -0.01; H 0.11; H 0.08; H 0.09; H 0.15; H 0.15; H 0.14; H 0.10; Cl 0.70; C -0.42; C -0.65; O -0.24; O -0.13; H 0.11; H 0.11

=====

(3)
Below is a structure of composition C27H33BrGaN5O2SSi, with properties calculated with ωB97M-V with the def2-TZVPD basis set.

Lowest unoccupied orbital energy   -0.2014 Eh
Net charge   +2
Total energy   -181203.4894 eV
Spin multiplicity   1

Atoms and positions in Å:
1 Ga 0.8157 0.8026 -0.8024
2 C 0.2669 2.0455 -3.7190
3 O -0.1689 1.5313 -2.4339
4 C -1.5266 1.5983 -2.1082
5 C -2.5344 1.7177 -3.0287
6 C -3.8501 1.7340 -2.5618
7 Br -5.2573 1.9172 -3.7919
8 C -4.1167 1.5995 -1.2188
9 C -3.0770 1.4631 -0.2884
10 C -1.7519 1.4935 -0.7289
11 O -0.6978 1.4256 0.0948
12 C -3.3658 1.2497 1.1225
13 N -2.4665 0.9681 2.0643
14 C -3.1031 0.7837 3.2864
15 C -2.6159 0.4869 4.5533
16 C -3.5526 0.3858 5.5609
17 C -4.9230 0.5758 5.3197
18 C -5.4058 0.8768 4.0629
19 C -4.4593 0.9759 3.0508
20 N -4.5764 1.2654 1.6928
21 H -0.2146 3.0051 -3.8914
22 H 0.0174 1.3298 -4.4993
23 H 1.3427 2.1722 -3.6468
24 H -2.3358 1.7931 -4.0886
25 H -5.1506 1.5946 -0.9020
26 H -1.4821 0.8679 1.8396
27 H -1.5607 0.3494 4.7410
28 H -3.2267 0.1589 6.5665
29 H -5.6173 0.4883 6.1438
30 H -6.4603 1.0304 3.8806
31 H -5.4392 1.4497 1.2080
32 C 5.5507 2.8697 -0.0773
33 N 5.1065 1.4825 -0.0467
34 C 6.0382 0.3579 0.1439
35 C 5.1133 -0.8736 0.0978
36 N 3.8118 -0.2777 -0.2295
37 C 3.8892 1.0413 -0.2935
38 S 2.5964 2.1619 -0.6264
39 H 6.4989 2.9321 0.4497
40 H 4.8313 3.5080 0.4311
41 H 5.6905 3.2134 -1.1021
42 H 6.5507 0.4626 1.0983
43 H 6.7805 0.3572 -0.6542
44 H 5.0612 -1.3866 1.0564
45 H 5.4104 -1.5876 -0.6676
46 H 2.9544 -0.7904 -0.4441
47 C -0.7249 -1.8632 -3.1344
48 Si 0.9266 -1.9942 -2.2646
49 C 1.3909 -3.7577 -1.8824
50 C 2.2537 -1.1825 -3.3089
51 N 0.9330 -1.0464 -0.7628
52 C 0.3617 -1.5122 0.4609
53 C 0.8214 -0.9750 1.6675
54 C 0.2712 -1.3642 2.8807
55 C -0.7508 -2.3022 2.9137
56 C -1.2057 -2.8478 1.7212
57 C -0.6629 -2.4555 0.5046
58 H -0.7864 -2.5701 -3.9648
59 H -0.8789 -0.8642 -3.5508
60 H -1.5615 -2.0708 -2.4638
61 H 1.9670 -4.1758 -2.7109
62 H 0.5232 -4.4018 -1.7355
63 H 2.0060 -3.8283 -0.9823
64 H 2.1727 -1.5386 -4.3391
65 H 3.2534 -1.4484 -2.9582
66 H 2.2026 -0.0889 -3.3503
67 H 1.6474 -0.2661 1.6638
68 H 0.6648 -0.9535 3.8024
69 H -1.1759 -2.6172 3.8570
70 H -1.9924 -3.5910 1.7330
71 H -1.0464 -2.8906 -0.4098

Quick look at the Löwdin charges, all values in e: Ga 0.29; C 0.02; O -0.18; C -0.18; C -0.03; C -0.67; Br 0.84; C -0.05; C -0.04; C -0.22; O -0.06; C -0.14; N 0.23; C -0.15; C 0.01; C -0.05; C -0.05; C 0.02; C -0.15; N 0.22; H 0.12; H 0.11; H 0.09; H 0.12; H 0.11; H 0.15; H 0.11; H 0.12; H 0.12; H 0.13; H 0.18; C -0.02; N -0.13; C -0.06; C -0.07; N 0.06; C -0.66; S 0.90; H 0.10; H 0.08; H 0.11; H 0.14; H 0.14; H 0.13; H 0.13; H 0.09; C -0.14; Si 0.43; C -0.15; C -0.15; N -0.14; C -0.35; C -0.07; C -0.09; C -0.08; C -0.05; C -0.03; H 0.05; H 0.02; H 0.04; H 0.04; H 0.04; H 0.04; H 0.05; H 0.03; H 0.01; H 0.10; H 0.11; H 0.11; H 0.12; H 0.10